Formula: C24H69N15O16PZn3
Source: OMol25
Level of theory: wB97M-V/def2-TZVPD

Output
HOMO energy	-13.5000	eV
DFT total energy	-8660.01822	hartree
molecular weight	1051.0	g/mol
LUMO energy	-6.65	eV
net charge	+3
energy above the lowest of the compared OMol25 structures with the same formula, charge and spin	0.00	kJ/mol
frontier orbital gap	6.854	eV

The geometry in XYZ format:
```
128
Properties=species:S:1:pos:R:3:forces:R:3:lowdin_charge:R:1
Zn -12.43843 -16.16906 3.72402 -0.6314 -0.1929 -1.5314 0.90
Zn -15.56836 -20.21588 3.98016 -0.9550 -0.7881 -0.2450 0.71
Zn -12.08410 -21.55111 3.45790 0.3507 -1.3806 -0.0005 0.61
P -13.28268 -19.31777 3.06614 -0.5135 1.7246 -0.8410 0.19
O -12.90671 -17.97086 3.72746 0.0179 -2.0140 0.0407 -0.34
O -14.78048 -19.20119 2.54503 1.7090 2.0502 -2.5485 -0.39
O -13.63768 -20.52908 3.91622 -0.0137 -1.0984 4.2268 -0.36
O -12.10112 -19.96109 2.28985 -0.4106 2.3527 -1.3228 -0.33
C -16.61856 -23.04959 3.04647 0.4206 -0.1413 -0.0203 -0.57
O -15.95633 -21.99663 3.16752 -0.4208 -0.3840 0.2973 -0.02
N -17.94942 -23.10134 2.85065 0.0355 -0.3921 -0.2183 0.20
N -16.04488 -24.27622 3.09485 -0.4143 0.1844 -0.0841 0.21
H -18.56149 -22.29994 2.72899 0.3135 0.3193 0.0520 0.06
H -18.26342 -23.94055 2.39532 -0.2981 -0.0729 0.1145 0.12
H -16.69038 -25.04232 3.12372 0.2825 -0.3777 0.0243 0.11
H -15.05991 -24.46564 3.11653 0.0725 0.4535 0.0677 0.10
C -13.58189 -22.40629 0.77505 -1.1782 0.3661 -0.7680 -0.60
O -13.36984 -22.64998 1.97260 0.6757 -0.4013 -0.8412 -0.01
N -14.31507 -21.31397 0.38005 0.4716 -0.3802 1.1849 0.19
N -13.24607 -23.19186 -0.28132 0.5269 -0.2731 0.7970 0.19
H -14.22738 -20.98316 -0.56273 0.0489 0.1283 -0.0314 0.08
H -14.32681 -20.62920 1.12742 -0.5355 0.3591 -0.3354 0.05
H -12.77370 -24.06434 -0.11313 -0.1811 -0.0416 -0.1442 0.12
H -13.71634 -23.02723 -1.15076 0.1195 -0.2620 -0.2086 0.11
C -9.71491 -19.99308 5.09770 1.4180 2.3227 0.8678 -0.59
O -10.79368 -20.54612 4.88144 0.2657 -0.5251 0.2498 0.02
N -9.11083 -19.13764 4.21671 -1.9665 -1.3491 -0.3535 0.20
N -9.07726 -19.99154 6.30262 -1.1861 -1.6168 -0.0776 0.18
H -9.75472 -18.97408 3.45474 0.8208 0.5877 -0.4191 0.08
H -8.22128 -18.71561 4.38460 0.0716 0.1835 -0.2729 0.11
H -9.45015 -20.66052 6.95790 0.3164 0.2981 0.3078 0.11
H -8.39942 -19.31473 6.58913 0.1527 0.0065 -0.0405 0.11
C -14.99283 -14.86752 5.12484 -2.4451 -0.4334 0.2781 -0.58
O -13.90634 -15.45237 4.98762 1.1039 0.3893 0.3577 -0.01
N -15.93317 -14.86521 4.14084 1.2075 -0.5022 -0.4446 0.20
N -15.49159 -14.41391 6.29663 1.8968 -0.1835 0.2879 0.20
H -16.65230 -14.16752 4.08784 -0.0356 0.0408 -0.1308 0.13
H -15.59190 -15.34992 3.32448 -0.4852 0.3431 -0.3502 0.07
H -16.44472 -14.13753 6.42753 -0.0955 0.0980 -0.1089 0.12
H -14.85592 -14.39334 7.07985 -0.2203 0.1926 0.0656 0.13
C -9.93176 -16.70168 1.49473 -1.1281 0.0857 0.6493 -0.62
O -10.74036 -16.32194 2.37537 0.1741 0.4704 0.4966 -0.03
N -8.98778 -15.92719 0.95171 0.3024 0.1095 -0.0401 0.20
N -9.99041 -17.95391 1.00817 -0.1290 -0.5094 0.0708 0.19
H -8.28835 -16.39162 0.40196 0.2048 0.3107 -0.1480 0.12
H -8.82382 -14.97463 1.22753 -0.1507 -0.0619 0.1631 0.13
H -9.47675 -18.15726 0.16932 -0.0963 -0.2889 -0.0304 0.12
H -10.72339 -18.58867 1.32727 0.0326 0.1776 -0.0977 0.07
C -14.50735 -15.72686 1.25438 0.1556 -0.6118 -1.3511 -0.64
O -13.53334 -15.82059 2.03142 -0.2756 0.6976 0.0154 -0.04
N -14.66804 -14.73160 0.38860 0.1020 1.1783 -0.1743 0.22
N -15.41218 -16.72407 1.15514 0.6675 -0.3912 1.7628 0.20
H -15.43313 -14.73436 -0.25956 -0.0221 -0.0972 -0.1354 0.12
H -13.99013 -13.99612 0.27182 0.0427 -0.1107 0.2811 0.13
H -15.06349 -17.54916 1.65353 -0.7544 -0.4488 -0.0651 0.06
H -16.14024 -16.80809 0.47380 0.1560 0.1987 -0.3591 0.11
C -14.29741 -26.10013 6.48393 0.3175 -0.7178 -1.4385 -0.07
O -14.01418 -24.82412 5.93921 0.1149 1.0674 0.4230 -0.22
C -13.16099 -24.03919 6.74932 0.5131 0.5622 0.0217 -0.20
C -12.62822 -22.82819 5.95056 -0.1842 -1.2681 0.7275 -0.16
N -12.24803 -23.25921 4.58342 0.2436 -1.1725 1.2497 -0.07
C -10.92990 -23.92651 4.50889 1.4364 0.6180 -1.3517 -0.12
C -10.31181 -23.68930 3.07778 0.0249 -2.4493 1.1208 -0.20
O -10.38563 -22.35438 2.71822 0.5182 0.6073 -0.6012 -0.26
C -9.98213 -22.02180 1.36066 0.2790 -0.4588 1.0915 0.00
H -15.10359 -26.14247 7.21610 0.3113 0.3264 0.2780 0.10
H -13.34539 -26.54529 6.78621 -0.3111 -0.1518 0.5546 0.10
H -14.61691 -26.66290 5.60126 -0.1697 -0.2203 0.3052 0.09
H -12.29053 -24.61415 7.08311 -0.0907 -0.3556 -0.0401 0.13
H -13.63019 -23.64073 7.65267 -0.3228 -0.2239 0.0244 0.13
H -11.74274 -22.51441 6.50071 -0.1573 0.6009 -0.1406 0.11
H -13.41096 -22.07403 5.90731 0.2793 0.2435 -0.1867 0.11
H -12.88367 -24.05766 4.51577 -0.5016 0.4717 -1.1123 0.11
H -10.88121 -25.00985 4.63608 -0.7040 -0.0524 0.1259 0.14
H -10.23904 -23.55127 5.26680 -0.1284 0.4038 -0.0614 0.13
H -10.77349 -24.37812 2.35714 -0.6700 0.5028 -0.1231 0.13
H -9.30841 -24.13354 3.10691 0.3808 0.7987 0.0968 0.14
H -9.88014 -20.94355 1.35184 -0.1747 0.0516 -0.1675 0.07
H -10.73674 -22.38775 0.66832 0.1203 0.0429 -0.1883 0.09
H -9.00037 -22.47181 1.22152 -0.0634 -0.0652 -0.3809 0.11
C -15.41109 -18.16065 -7.60742 -0.9641 0.3837 -0.5869 -0.09
O -15.72901 -16.77438 -7.66076 0.0272 -0.0394 0.9154 -0.19
C -15.35423 -15.97152 -6.56270 -0.7166 1.0478 -0.2606 -0.22
C -16.18427 -16.14341 -5.29104 0.3271 -2.4498 -0.3618 -0.19
N -15.50536 -17.09799 -4.38443 0.1345 0.2789 0.3268 -0.07
C -16.31624 -17.34680 -3.19243 0.5571 1.4380 0.0738 -0.22
C -15.61947 -18.20890 -2.15680 0.9050 -0.9621 -2.3805 -0.22
O -14.42990 -17.52777 -1.75244 -0.2496 -0.8468 0.9141 -0.19
C -13.53491 -18.42077 -1.10185 1.3781 1.3204 0.6641 -0.12
H -16.16924 -18.55983 -8.28439 0.5249 -0.4533 -0.2437 0.09
H -15.61228 -18.64616 -6.64997 0.3932 0.2978 0.2241 0.07
H -14.39682 -18.29834 -7.98424 0.0083 -0.3745 0.1813 0.09
H -15.64502 -14.97968 -6.91490 0.6946 0.1923 -0.0814 0.13
H -14.28656 -16.04327 -6.33457 0.1253 0.1150 -0.1383 0.12
H -17.03884 -16.72494 -5.65327 -0.5197 0.6060 0.1925 0.12
H -16.49224 -15.22225 -4.79211 0.0644 0.1676 -0.1408 0.12
H -14.59123 -16.71568 -4.16758 -0.0361 -0.1119 0.3472 0.10
H -17.25494 -17.68362 -3.63044 -0.2221 -0.4749 0.8141 0.13
H -16.48815 -16.39893 -2.64986 -0.4872 0.2142 -0.1592 0.11
H -15.21403 -19.03452 -2.75956 -0.4707 -0.5528 0.3123 0.12
H -16.25408 -18.61052 -1.36203 0.0429 0.3508 0.2837 0.12
H -13.29144 -19.38002 -1.56330 -0.7035 -0.0023 -0.5187 0.09
H -13.71102 -18.56315 -0.02888 -0.7538 -0.2204 -0.1127 0.06
H -12.56643 -17.91314 -1.06971 0.0097 0.1864 -0.2732 0.09
C -21.09495 -21.40583 2.35388 0.4612 -0.1311 -0.6902 -0.05
O -19.72596 -21.03168 2.58660 -0.0100 0.2690 0.0387 -0.27
C -19.41997 -19.73970 2.07485 -0.4077 -0.6151 0.3583 -0.17
C -17.94696 -19.37674 2.29716 -0.0582 -0.4241 -1.1811 -0.15
N -17.51333 -19.48635 3.73170 -1.5436 0.9959 -1.4549 -0.06
C -17.59092 -18.14644 4.32671 0.4871 0.4336 2.5734 -0.15
C -16.89153 -18.30079 5.68780 0.6229 -0.5913 0.2207 -0.14
O -15.51866 -18.61505 5.31382 -0.5922 0.2497 1.6040 -0.27
C -14.61597 -18.54003 6.42142 1.4045 0.3681 -0.1503 -0.06
H -21.05287 -22.49165 2.38271 -0.7031 0.0123 0.8184 0.10
H -21.45832 -21.20916 1.33800 0.5548 0.3613 -0.1667 0.10
H -21.76473 -20.84039 2.99951 -0.0347 -0.5832 0.4769 0.10
H -20.07088 -19.03573 2.61003 0.1026 0.2573 -0.1742 0.13
H -19.75136 -19.81263 1.03477 0.5793 0.8129 -0.2056 0.14
H -17.85469 -18.37466 1.87392 0.1298 0.3226 0.6667 0.11
H -17.24817 -19.92182 1.65938 -0.2503 -0.6023 0.1848 0.11
H -18.26902 -20.04185 4.13265 0.2721 -0.1815 0.3771 0.13
H -18.58969 -17.74203 4.50324 -0.1974 -0.2718 -0.3781 0.14
H -16.99965 -17.40277 3.79775 -0.0410 -0.2755 -0.4719 0.11
H -17.26998 -19.13439 6.29267 -0.2742 -0.2616 -0.3888 0.14
H -16.87143 -17.51194 6.44209 -0.1507 0.7154 -0.7384 0.13
H -14.65730 -17.59588 6.96891 -0.5944 0.1373 -0.2270 0.09
H -13.63014 -18.53164 5.95992 0.0423 -0.2742 0.0790 0.08
H -14.65202 -19.33849 7.16453 -0.5232 -0.2946 -0.3089 0.11
```
Positions in Å, forces in eV/Å.